A structure of composition C19H19BrCuN2OP. Source: OMol25; level of theory: ωB97M-V/def2-TZVPD.

Last column: Löwdin charge in e.
Positions of all 44 atoms, in Å:
Cu: 0.291695 0.364215 0.186357  0.190
Br: -6.782461 0.118446 -1.979214  0.680
C: -4.998277 0.545150 -1.448698  -0.703
C: -4.729702 1.802920 -0.887658  -0.129
C: -3.455449 2.103741 -0.501301  -0.014
C: -2.363951 1.180031 -0.601632  -0.357
O: -1.217427 1.566040 -0.195719  -0.137
C: -2.678588 -0.102573 -1.189102  -0.129
C: -1.703169 -1.109698 -1.485124  -0.063
N: -0.522758 -1.146675 -0.986442  0.039
C: 0.488745 -2.006041 -1.374757  -0.196
C: 0.335030 -3.312863 -1.781324  -0.009
C: 1.449025 -4.089572 -2.143150  -0.073
C: 2.712037 -3.567096 -2.113849  -0.041
C: 2.916924 -2.233250 -1.695125  -0.153
C: 4.191269 -1.626873 -1.650243  -0.008
C: 4.305495 -0.337585 -1.212788  -0.046
C: 3.153477 0.348724 -0.795950  -0.105
N: 1.948996 -0.176798 -0.828132  0.047
C: 1.807823 -1.453718 -1.294524  -0.133
C: -3.999773 -0.367138 -1.614362  -0.112
H: -5.524856 2.529067 -0.782871  0.099
H: -3.219561 3.075520 -0.086343  0.112
H: -2.004196 -1.860108 -2.227961  0.131
H: -0.654076 -3.751700 -1.815610  0.111
H: 1.301054 -5.118122 -2.446315  0.106
H: 3.570240 -4.166382 -2.392322  0.112
H: 5.059563 -2.188337 -1.972837  0.119
H: 5.266355 0.157134 -1.178618  0.106
H: 3.227347 1.362332 -0.421589  0.117
H: -4.218893 -1.320519 -2.080913  0.102
C: 0.041105 -1.556262 3.235543  -0.273
P: 0.079536 0.095626 2.438161  0.792
C: 1.435677 0.906358 3.370272  -0.282
C: -1.391322 0.871565 3.200073  -0.263
H: -0.000714 -1.459113 4.322111  0.041
H: 0.930712 -2.119556 2.953593  0.037
H: -0.836836 -2.100675 2.887453  0.040
H: 1.285388 0.830137 4.449173  0.040
H: 1.476201 1.955904 3.079023  0.039
H: 2.381695 0.437420 3.098102  0.035
H: -1.329846 0.829859 4.288958  0.042
H: -2.288005 0.350918 2.863322  0.045
H: -1.457027 1.907447 2.868532  0.044

Force components x, y, z for each atom (eV/Å):
Cu -0.2 -0.2 0.7
Br 0.2 0.0 0.0
C -0.3 -0.1 -0.1
C 0.2 0.0 0.0
C -0.1 0.0 0.0
C 0.1 0.0 0.0
O -0.5 0.2 -0.3
C -0.1 0.2 0.1
C 0.1 -0.2 -0.2
N -0.1 0.4 0.2
C 0.0 -0.4 -0.2
C -0.1 0.2 0.0
C 0.2 -0.1 0.0
C 0.0 -0.1 0.0
C -0.2 0.1 0.1
C 0.0 0.2 0.0
C 0.2 -0.2 -0.1
C -0.2 0.0 0.0
N 0.4 -0.1 -0.1
C 0.2 -0.2 -0.1
C 0.0 0.0 0.0
H 0.0 0.0 0.0
H 0.0 0.0 0.0
H 0.0 0.0 0.0
H 0.0 0.0 0.0
H 0.0 0.0 0.0
H 0.0 0.0 0.0
H 0.0 0.0 0.0
H 0.0 0.0 0.0
H 0.0 0.0 0.0
H 0.0 0.0 0.0
C 0.0 0.2 -0.1
P 0.3 0.1 0.0
C -0.2 -0.1 0.0
C 0.1 0.0 -0.1
H 0.0 0.0 0.0
H 0.0 0.0 0.0
H 0.0 0.0 0.0
H 0.1 0.0 0.0
H 0.0 0.0 0.0
H 0.0 0.0 0.0
H 0.0 0.0 0.0
H 0.0 0.0 0.0
H 0.0 0.0 0.0

Values from the calculation:
HOMO-LUMO gap	6.365	eV
energy above the lowest of the compared OMol25 structures with the same formula, charge and spin	0.200	eV
LUMO level	-0.01546	Ha
total energy	-149011.394	eV
spin multiplicity	1
maximum force	0.76	eV Å⁻¹
HOMO energy	-6.786	eV